(1)
{"formula": "C3H11O5", "method": "wB97M-V/def2-TZVPD", "symbols": ["O", "C", "O", "C", "C", "H", "H", "H", "H", "H", "H", "H", "O", "H", "H", "O", "H", "H", "O"], "xyz": [[-0.679, -2.702, 2.375], [-0.370, -1.913, 1.467], [0.550, -2.101, 0.608], [-1.220, -0.615, 1.389], [-1.463, -0.137, -0.074], [-2.190, -0.901, 1.805], [-0.740, 0.099, 2.058], [-2.532, -0.190, -0.299], [-1.156, 0.890, -0.185], [-1.039, -0.889, -0.731], [1.123, -1.102, -0.612], [2.592, -1.145, -0.972], [1.821, -0.573, -1.102], [1.678, 0.834, -0.153], [1.822, 1.889, 1.004], [1.533, 1.776, 0.124], [-0.385, 1.758, -2.578], [0.661, 2.390, -1.728], [-0.004, 2.632, -2.397]], "atomic_forces_ev_per_a": [[0.12, 0.16, 0.05], [-0.07, -0.53, 0.08], [-0.24, 0.42, -0.09], [-0.34, -0.85, -0.75], [-0.66, -0.51, 1.17], [0.23, 0.20, 0.31], [-0.09, 0.29, -0.22], [-0.08, 0.22, 0.15], [0.46, 0.17, -0.62], [0.59, 0.47, -0.34], [0.12, -0.09, 0.39], [-0.21, 0.30, -0.05], [0.07, -0.44, -0.11], [0.12, 0.36, 0.12], [0.43, -0.01, 1.37], [-0.48, -0.17, -1.63], [-0.02, 0.37, -0.05], [-0.10, 0.35, 0.11], [0.14, -0.71, 0.10]], "total_charge": -1, "total_energy_ev": -13529.369, "homo_lumo_gap_ev": 8.179, "e_lumo_ev": 3.556}

(2)
{"formula": "C3H12BaFO3V", "method": "wB97M-V/def2-TZVPD", "symbols": ["Ba", "V", "F", "C", "O", "H", "H", "H", "H", "C", "O", "H", "H", "H", "H", "C", "O", "H", "H", "H", "H"], "xyz": [[3.941, -2.560, 1.237], [-0.884, 1.728, 0.264], [0.743, -0.498, 0.835], [0.746, -4.005, -1.861], [2.117, -3.732, -1.939], [0.436, -4.446, -0.913], [0.111, -3.120, -1.837], [0.520, -4.644, -2.715], [2.371, -3.860, -2.856], [-3.113, -0.277, 3.388], [-3.206, 0.445, 2.150], [-3.488, -1.298, 3.308], [-2.066, -0.311, 3.688], [-3.705, 0.166, 4.189], [-4.123, 0.537, 1.879], [1.509, 4.623, -1.501], [1.470, 3.351, -1.061], [2.514, 5.044, -1.503], [0.962, 4.651, -2.444], [0.888, 5.284, -0.896], [2.256, 2.923, -1.409]], "atomic_forces_ev_per_a": [[-0.15, 0.13, 0.05], [2.05, -1.21, 0.18], [-0.90, 1.58, -0.53], [0.31, -1.22, -0.68], [-0.53, 0.52, 1.22], [0.46, -0.37, 0.37], [-0.14, 0.90, -0.46], [-0.70, 0.12, 0.11], [0.50, -0.08, -0.62], [1.14, 0.56, -0.50], [0.89, -0.49, 0.87], [-0.46, -0.46, -0.34], [-0.14, 0.10, -0.19], [-0.54, 0.39, 0.12], [-0.85, 0.01, -0.06], [-1.39, 3.84, -1.40], [-0.35, -4.11, 2.16], [-0.08, -0.06, -0.34], [0.76, 0.43, -0.60], [0.21, -0.11, 0.56], [-0.08, -0.48, 0.07]], "spin_multiplicity": 5, "total_charge": 4, "total_energy_ev": -38495.438, "homo_lumo_gap_ev": [4.956, 1.893], "e_lumo_ev": [-15.820, -18.706]}

(3)
{"formula": "C3H12ClNOSi2", "method": "wB97M-V/def2-TZVPD", "symbols": ["C", "C", "Cl", "C", "Si", "N", "O", "Si", "H", "H", "H", "H", "H", "H", "H", "H", "H", "H", "H", "H"], "xyz": [[-0.812, 0.227, 2.258], [-1.879, -0.240, 1.286], [-2.665, -1.728, 1.967], [-1.383, -0.519, -0.142], [0.446, -0.661, -0.477], [0.604, -1.127, -2.135], [1.153, 0.819, -0.301], [2.231, 1.714, -1.156], [-0.044, -0.538, 2.384], [-1.242, 0.457, 3.231], [-0.333, 1.123, 1.856], [-2.686, 0.488, 1.258], [-1.746, 0.277, -0.802], [-1.847, -1.437, -0.514], [1.148, -1.577, 0.449], [-0.134, -1.711, -2.499], [1.491, -1.502, -2.438], [1.539, 2.553, -2.154], [3.178, 0.815, -1.859], [2.979, 2.565, -0.212]], "atomic_forces_ev_per_a": [[0.03, 0.05, -0.10], [0.01, -0.07, 0.05], [0.06, 0.03, 0.00], [-0.10, -0.07, -0.05], [0.09, 0.19, -0.09], [-0.08, -0.18, 0.23], [0.03, -0.07, 0.08], [0.03, -0.11, -0.06], [-0.04, 0.01, 0.03], [0.00, -0.01, 0.00], [-0.01, 0.01, 0.05], [-0.01, -0.04, -0.01], [0.06, 0.01, -0.01], [-0.06, 0.05, 0.01], [-0.02, 0.01, 0.00], [-0.05, 0.03, -0.12], [0.06, 0.04, -0.05], [0.00, 0.03, 0.01], [0.00, 0.06, 0.02], [-0.01, 0.03, 0.00]], "total_charge": 0, "total_energy_ev": -35124.218, "smiles": "C[C@H](Cl)C[Si@@H](N)O[SiH3]", "homo_lumo_gap_ev": 10.919, "e_lumo_ev": 0.745}

(4)
{"formula": "C3H12CsN6O3", "method": "wB97M-V/def2-TZVPD", "symbols": ["Cs", "C", "O", "N", "N", "H", "H", "H", "H", "C", "O", "N", "N", "H", "H", "H", "H", "C", "O", "N", "N", "H", "H", "H", "H"], "xyz": [[1.944, 0.484, 1.414], [0.727, -5.042, 0.721], [0.475, -3.866, 0.855], [0.989, -5.853, 1.727], [0.821, -5.622, -0.415], [0.967, -5.562, 2.694], [1.115, -6.838, 1.541], [0.833, -6.631, -0.451], [1.062, -5.103, -1.247], [-2.859, 3.211, 2.949], [-1.942, 2.992, 2.202], [-3.404, 4.356, 3.262], [-3.510, 2.228, 3.581], [-4.220, 4.405, 3.856], [-3.168, 5.177, 2.723], [-3.289, 1.284, 3.297], [-4.164, 2.387, 4.334], [2.211, 1.836, -3.813], [2.229, 0.831, -3.049], [1.720, 1.901, -5.011], [2.569, 3.029, -3.453], [1.606, 0.989, -5.431], [1.589, 2.760, -5.525], [3.081, 2.905, -2.591], [2.620, 3.742, -4.168]], "atomic_forces_ev_per_a": [[-0.24, -0.10, -0.23], [-0.15, 2.19, 2.24], [-0.05, 2.04, 0.38], [0.37, -2.09, 2.76], [0.27, -2.56, -5.11], [-0.27, 0.08, -0.43], [0.12, 0.28, 0.37], [0.25, 0.34, -0.38], [-0.46, -0.11, 0.23], [-0.54, -1.55, 0.39], [1.52, 0.14, -1.32], [-0.64, 3.95, 0.13], [-0.56, -2.59, 0.86], [0.25, 0.08, -0.38], [0.04, -0.13, 0.29], [-0.09, 0.22, 0.37], [0.17, -0.21, -0.36], [-0.88, -2.59, 2.23], [0.37, 1.41, -1.34], [-1.57, -2.45, -3.68], [1.46, 2.04, 2.65], [-0.48, 0.45, -0.52], [0.10, -0.57, 0.00], [0.32, 1.55, -0.09], [0.69, 0.19, 0.93]], "total_charge": 1, "total_energy_ev": -18933.505, "homo_lumo_gap_ev": 9.028, "e_lumo_ev": -3.021}

What are the max |F| values for these records? In order: 1.7 4.7 0.3 5.7 eV Å⁻¹.